Below is 2 unconnected molecules or ions with the total composition C6H14O in a non-equilibrium geometry, with properties calculated with ωB97M-V/def2-TZVPD.

Each line ends with the natural charge from an NBO analysis.
Cartesian coordinates (Å):
C 2.31 -0.77 1.63  -0.43
C 1.27 -0.69 0.79  0.03
C 1.60 -0.27 -0.67  -0.42
C 1.01 1.09 -1.16  -0.59
C -0.16 -0.89 1.20  -0.46
C -0.48 -0.87 2.65  -0.60
H 3.46 -0.67 1.50  0.21
H 2.05 -0.89 2.74  0.19
H 1.07 -0.96 -1.31  0.20
H 2.70 -0.24 -0.73  0.21
H 0.09 0.73 -1.80  0.20
H 1.66 1.43 -1.84  0.21
H 0.82 1.77 -0.37  0.21
H -0.49 -1.90 0.98  0.22
H -0.80 -0.07 0.76  0.22
H 0.17 -1.49 3.29  0.21
H -1.58 -1.01 2.85  0.22
H -0.15 0.19 3.07  0.19
O -4.50 1.88 -4.38  -0.94
H -5.26 2.23 -3.99  0.47
H -4.79 1.43 -5.20  0.47

Values from the calculation:
- ΔE to the lowest compared entry with this formula, charge and spin: 229.8 kJ/mol
- Gap between HOMO and LUMO: 10.176 eV
- HOMO level: -9.16 eV
- LUMO: 1.01 eV



Below is C6H14O in the gas phase in a non-equilibrium geometry, with properties calculated with ωB97M-V/def2-TZVPD.

Each line ends with the natural charge from an NBO analysis.
Cartesian coordinates (Å):
C 2.53 -1.37 -0.55  -0.23
O 1.31 -1.02 -0.06  -0.55
C 0.99 0.30 -0.02  -0.06
C -0.67 0.34 0.13  -0.03
C -1.09 1.80 0.32  -0.62
C -1.41 -0.26 -1.07  -0.62
C -0.96 -0.47 1.39  -0.62
H 3.28 -0.78 -0.01  0.15
H 2.57 -0.94 -1.57  0.16
H 2.86 -2.40 -0.57  0.20
H 0.97 0.82 -0.99  0.17
H 1.44 0.83 0.82  0.17
H -0.58 2.25 1.17  0.21
H -2.17 1.87 0.50  0.21
H -0.87 2.40 -0.57  0.21
H -1.11 -1.30 -1.24  0.22
H -1.20 0.30 -1.99  0.20
H -2.49 -0.24 -0.91  0.21
H -0.60 -1.50 1.30  0.22
H -2.04 -0.51 1.58  0.20
H -0.49 -0.03 2.28  0.20

Values from the calculation:
- ΔE to the lowest compared entry with this formula, charge and spin: 134.6 kJ/mol
- Gap between HOMO and LUMO: 10.694 eV
- HOMO level: -9.77 eV
- LUMO: 0.92 eV



Below is 2 unconnected molecules or ions with the total composition C6H14O in a non-equilibrium geometry, with properties calculated with ωB97M-V/def2-TZVPD.

Each line ends with the natural charge from an NBO analysis.
Cartesian coordinates (Å):
C 1.63 0.16 -0.59  -0.43
C 0.39 0.56 -0.34  0.06
C 0.03 1.03 1.05  -0.44
C -1.22 0.44 1.68  -0.61
C -0.73 0.56 -1.38  -0.45
C -0.30 1.18 -2.72  -0.60
H 2.38 0.19 0.20  0.19
H 1.98 -0.16 -1.56  0.19
H -0.07 2.12 1.05  0.21
H 0.90 0.91 1.69  0.20
H -2.06 0.46 0.99  0.20
H -1.59 0.98 2.55  0.21
H -1.11 -0.60 2.00  0.22
H -1.54 1.14 -0.97  0.21
H -1.04 -0.45 -1.62  0.22
H -0.35 2.27 -2.77  0.20
H -0.98 0.86 -3.51  0.21
H 0.72 0.92 -2.98  0.20
O 0.22 -3.10 1.84  -0.94
H 0.63 -3.96 2.03  0.47
H 0.94 -2.52 1.58  0.47

Values from the calculation:
- ΔE to the lowest compared entry with this formula, charge and spin: 98.5 kJ/mol
- Gap between HOMO and LUMO: 10.126 eV
- HOMO level: -9.28 eV
- LUMO: 0.84 eV



Below is C6H14O in the gas phase, with properties calculated with ωB97M-V/def2-TZVPD.

Each line ends with the natural charge from an NBO analysis.
Cartesian coordinates (Å):
C 1.95 0.97 0.20  -0.61
C 0.80 0.32 0.96  -0.39
C -0.45 -0.09 0.12  -0.07
C -0.92 1.06 -0.78  -0.62
C -1.58 -0.42 1.12  -0.60
C -0.19 -1.36 -0.72  -0.05
O 0.76 -1.12 -1.75  -0.73
H 2.77 1.19 0.90  0.20
H 1.65 1.92 -0.26  0.20
H 2.36 0.32 -0.58  0.22
H 1.18 -0.56 1.49  0.20
H 0.49 1.03 1.73  0.20
H -1.10 1.97 -0.19  0.21
H -1.86 0.81 -1.29  0.21
H -0.19 1.31 -1.56  0.23
H -1.84 0.45 1.74  0.21
H -2.50 -0.73 0.59  0.21
H -1.29 -1.24 1.79  0.21
H 0.19 -2.17 -0.09  0.16
H -1.11 -1.70 -1.20  0.16
H 0.88 -1.97 -2.22  0.47

Values from the calculation:
- ΔE to the lowest compared entry with this formula, charge and spin: 31.1 kJ/mol
- Gap between HOMO and LUMO: 10.981 eV
- HOMO level: -10.17 eV
- LUMO: 0.82 eV



Below is C6H14O in the gas phase, with properties calculated with ωB97M-V/def2-TZVPD.

Each line ends with the natural charge from an NBO analysis.
Cartesian coordinates (Å):
C 0.98 0.28 -1.71  -0.61
C 1.16 -0.07 -0.23  -0.22
C 2.21 -1.17 -0.06  -0.60
C -0.15 -0.49 0.44  -0.41
C -1.27 0.55 0.34  0.10
C -2.46 0.21 1.23  -0.62
O -0.72 1.82 0.70  -0.73
H 1.95 0.52 -2.17  0.21
H 0.33 1.14 -1.84  0.20
H 0.55 -0.57 -2.26  0.20
H 1.51 0.83 0.29  0.21
H 3.17 -0.87 -0.50  0.21
H 1.90 -2.10 -0.56  0.20
H 2.38 -1.40 1.00  0.21
H 0.04 -0.70 1.50  0.20
H -0.52 -1.43 -0.01  0.20
H -1.61 0.58 -0.71  0.16
H -2.14 0.14 2.28  0.21
H -2.91 -0.75 0.94  0.21
H -3.23 0.99 1.16  0.21
H -1.17 2.48 0.16  0.47

Values from the calculation:
- ΔE to the lowest compared entry with this formula, charge and spin: 16.2 kJ/mol
- Gap between HOMO and LUMO: 11.158 eV
- HOMO level: -10.23 eV
- LUMO: 0.93 eV



Below is a molecular structure, C6H14O, with properties calculated with ωB97M-V/def2-TZVPD.

Each line ends with the natural charge from an NBO analysis.
Cartesian coordinates (Å):
C -1.68 -0.60 -1.16  -0.61
C -1.20 -0.33 0.27  -0.22
C -2.23 0.48 1.05  -0.60
C 0.16 0.38 0.29  -0.46
C 1.22 -0.54 -0.28  0.28
C 2.83 0.52 -0.08  -0.87
O 1.46 -1.68 0.35  -0.79
H -2.66 -1.08 -1.16  0.21
H -0.99 -1.26 -1.70  0.21
H -1.76 0.34 -1.72  0.20
H -1.06 -1.30 0.78  0.22
H -3.20 -0.03 1.07  0.21
H -2.38 1.47 0.59  0.20
H -1.92 0.64 2.09  0.21
H 0.43 0.60 1.33  0.22
H 0.10 1.32 -0.27  0.20
H 1.25 -0.56 -1.39  0.15
H 2.92 0.99 0.90  0.23
H 2.51 1.25 -0.82  0.25
H 3.79 0.10 -0.42  0.24
H 2.40 -0.72 0.27  0.50

Values from the calculation:
- ΔE to the lowest compared entry with this formula, charge and spin: 379.6 kJ/mol
- Gap between HOMO and LUMO: 10.079 eV
- HOMO level: -9.16 eV
- LUMO: 0.92 eV



Below is 2 unconnected molecules or ions with the total composition C6H14O, with properties calculated with ωB97M-V/def2-TZVPD.

Each line ends with the natural charge from an NBO analysis.
Cartesian coordinates (Å):
C 0.87 0.62 -1.94  -0.40
C 1.28 0.54 -0.68  -0.19
C 1.09 -0.65 0.22  -0.44
C 0.66 -0.32 1.65  -0.39
C 0.62 -1.57 2.52  -0.60
H 1.05 1.50 -2.55  0.21
H 0.31 -0.19 -2.40  0.20
H 1.83 1.38 -0.25  0.20
H 2.03 -1.21 0.26  0.21
H 0.35 -1.33 -0.24  0.20
H -0.31 0.18 1.65  0.20
H 1.37 0.41 2.07  0.20
H 0.36 -1.34 3.56  0.21
H 1.59 -2.08 2.52  0.20
H -0.12 -2.29 2.15  0.20
C -2.46 0.88 -1.50  -0.25
O -1.61 2.00 -1.44  -0.74
H -2.83 0.79 -2.53  0.17
H -3.33 1.00 -0.84  0.17
H -1.95 -0.05 -1.23  0.16
H -0.80 1.73 -1.01  0.48

Values from the calculation:
- ΔE to the lowest compared entry with this formula, charge and spin: 139.1 kJ/mol
- Gap between HOMO and LUMO: 10.803 eV
- HOMO level: -9.75 eV
- LUMO: 1.05 eV



Below is C6H14O in the gas phase in a non-equilibrium geometry, with properties calculated with ωB97M-V/def2-TZVPD.

Each line ends with the natural charge from an NBO analysis.
Cartesian coordinates (Å):
C -0.36 -2.03 -1.76  -0.61
C 0.56 -0.95 -1.20  -0.39
C 0.13 -0.40 0.18  -0.22
C 1.35 -0.15 1.08  -0.60
C -0.77 0.85 0.02  -0.42
C -1.05 1.72 1.23  -0.06
O 0.03 2.43 1.80  -0.72
H -0.58 -2.75 -0.96  0.21
H 0.20 -2.59 -2.52  0.21
H -1.19 -1.59 -2.30  0.21
H 1.59 -1.29 -1.13  0.20
H 0.65 -0.14 -1.94  0.19
H -0.52 -1.15 0.63  0.19
H 2.11 -0.91 0.93  0.20
H 1.07 -0.15 2.13  0.22
H 1.78 0.83 0.87  0.20
H -1.78 0.50 -0.24  0.21
H -0.47 1.41 -0.86  0.19
H -1.82 2.45 0.92  0.16
H -1.55 1.14 2.02  0.18
H 0.61 2.76 1.10  0.46

Values from the calculation:
- ΔE to the lowest compared entry with this formula, charge and spin: 81.1 kJ/mol
- Gap between HOMO and LUMO: 10.934 eV
- HOMO level: -9.92 eV
- LUMO: 1.02 eV



Below is 2 unconnected molecules or ions with the total composition C6H14O in a non-equilibrium geometry, with properties calculated with ωB97M-V/def2-TZVPD.

Each line ends with the natural charge from an NBO analysis.
Cartesian coordinates (Å):
C -1.87 -1.98 -1.22  -0.34
C -1.26 -1.38 -0.20  -0.26
C -0.88 0.08 -0.20  -0.44
C 0.36 0.47 0.61  -0.39
C 0.59 1.99 0.63  -0.39
C 1.81 2.38 1.47  -0.60
H -2.20 -3.01 -1.17  0.20
H -2.00 -1.49 -2.19  0.20
H -1.09 -1.94 0.72  0.20
H -0.80 0.47 -1.22  0.21
H -1.75 0.58 0.25  0.21
H 1.25 -0.02 0.19  0.20
H 0.25 0.11 1.64  0.19
H -0.30 2.48 1.03  0.19
H 0.71 2.35 -0.39  0.20
H 1.96 3.47 1.46  0.21
H 2.72 1.91 1.08  0.20
H 1.69 2.06 2.51  0.20
O 0.36 -2.75 -2.04  -0.94
H 0.19 -2.16 -1.30  0.48
H 0.26 -3.62 -1.64  0.46

Values from the calculation:
- ΔE to the lowest compared entry with this formula, charge and spin: 128.1 kJ/mol
- Gap between HOMO and LUMO: 10.352 eV
- HOMO level: -9.34 eV
- LUMO: 1.02 eV



Below is 2 unconnected molecules or ions with the total composition C6H14O in a non-equilibrium geometry, with properties calculated with ωB97M-V/def2-TZVPD.

Each line ends with the natural charge from an NBO analysis.
Cartesian coordinates (Å):
C -1.91 -0.79 0.36  -0.42
C -0.80 -0.26 -0.13  0.04
C 0.54 -0.90 -0.02  -0.66
C -0.97 1.07 -0.91  -0.43
C 0.38 1.69 -1.38  -0.41
C 0.63 3.04 -0.71  -0.61
H -2.09 -1.74 0.87  0.20
H -2.85 -0.27 0.28  0.18
H 1.37 -0.30 0.37  0.22
H 0.62 -1.75 0.67  0.21
H 0.78 -1.21 -1.03  0.22
H -1.48 1.70 -0.24  0.22
H -1.59 0.82 -1.76  0.22
H 0.28 1.79 -2.47  0.20
H 1.23 1.02 -1.25  0.21
H 1.68 3.28 -0.70  0.21
H 0.33 3.01 0.34  0.20
H 0.14 3.86 -1.21  0.21
O 1.30 -5.08 3.02  -0.93
H 0.90 -4.47 3.64  0.47
H 1.50 -4.52 2.26  0.47

Values from the calculation:
- ΔE to the lowest compared entry with this formula, charge and spin: 142.1 kJ/mol
- Gap between HOMO and LUMO: 9.859 eV
- HOMO level: -9.22 eV
- LUMO: 0.64 eV



Below is C6H14O in the gas phase, with properties calculated with ωB97M-V/def2-TZVPD.

Each line ends with the natural charge from an NBO analysis.
Cartesian coordinates (Å):
C -3.40 -0.09 -0.56  -0.60
C -2.30 -0.39 0.47  -0.39
C -0.93 -0.27 -0.20  -0.39
C 0.28 -0.22 0.73  -0.41
C 1.52 0.11 -0.08  -0.05
O 2.63 0.20 0.76  -0.54
C 3.80 0.53 0.05  -0.25
H -4.42 -0.20 -0.17  0.21
H -3.30 -0.74 -1.43  0.20
H -3.29 0.95 -0.91  0.20
H -2.38 0.30 1.31  0.20
H -2.44 -1.40 0.89  0.20
H -0.81 -1.09 -0.92  0.20
H -0.92 0.65 -0.81  0.19
H 0.43 -1.17 1.25  0.21
H 0.15 0.56 1.49  0.20
H 1.67 -0.66 -0.86  0.16
H 1.37 1.07 -0.62  0.15
H 4.03 -0.23 -0.71  0.16
H 4.62 0.58 0.77  0.19
H 3.70 1.50 -0.45  0.16

Values from the calculation:
- ΔE to the lowest compared entry with this formula, charge and spin: 72.7 kJ/mol
- Gap between HOMO and LUMO: 10.954 eV
- HOMO level: -9.82 eV
- LUMO: 1.13 eV



- What is the gap between HOMO and LUMO in the eighth record?
  10.934 eV



- The lowest LUMO belongs to which entry?
  number 10